#w
20
Properties=species:S:1:pos:R:3 method="wB97M-V/def2-TZVPD" gap_ev=9.707 e_lumo_ev=0.57 e_homo_ev=-9.14
C 1.166 -2.567 -0.726
N 0.204 -1.515 -1.060
C -0.465 -0.672 -0.071
C 0.253 0.680 -0.101
N -0.471 1.736 0.676
C -0.140 2.047 2.030
N -1.577 2.362 0.238
O -2.007 1.986 -0.847
N -0.002 -1.347 -2.365
O -0.884 -0.548 -2.651
H 2.109 -2.161 -0.335
H 1.495 -3.011 -1.656
H 0.730 -3.289 -0.021
H -1.516 -0.571 -0.425
H -0.395 -1.193 0.850
H 0.356 1.058 -1.113
H 1.199 0.578 0.449
H -0.851 2.780 2.456
H -0.064 1.123 2.625
H 0.858 2.523 2.048

=====

#x
20
Properties=species:S:1:pos:R:3 method="wB97M-V/def2-TZVPD" gap_ev=8.459 e_lumo_ev=0.35 e_homo_ev=-8.11
C 0.832 0.440 -1.196
C -0.621 -0.256 1.513
C -1.381 0.057 -0.710
C -0.274 -0.731 -0.397
N 1.011 0.028 -2.545
N 0.702 1.839 -1.065
N -0.856 -1.521 2.071
N 0.619 0.359 1.870
O -2.083 0.997 -0.755
O 0.050 -1.930 -0.484
H 1.699 0.121 -0.615
H -1.452 0.429 1.658
H 0.896 -0.972 -2.660
H 0.399 0.517 -3.189
H 0.613 2.078 -0.082
H -0.057 2.235 -1.608
H -1.814 -1.822 1.922
H -0.252 -2.218 1.624
H 0.591 0.665 2.840
H 1.379 -0.312 1.807

=====

The structure with the least stability is #w.